w | 13
Properties=species:S:1:pos:R:3:nbo_charge:R:1 method="wB97M-V/def2-TZVPD" total_charge=0 gap_ev=9.687 spin_multiplicity=1
H 1.822 -0.347 -1.765 0.21
H -0.653 0.895 2.948 0.19
H -0.492 -1.719 -1.346 0.23
C 0.232 -1.567 -0.571 -0.69
H -0.366 -1.350 0.327 0.26
H 1.594 1.577 -0.589 0.23
H 0.896 -2.441 -0.712 0.23
H -1.563 2.346 2.109 0.19
C -1.054 1.406 2.117 -0.28
N -1.461 0.559 0.937 -0.41
C 0.821 0.862 -0.394 -0.31
C 1.007 -0.347 -0.965 -0.09
C -0.296 1.063 0.659 0.22

=====

x | 13
Properties=species:S:1:pos:R:3:nbo_charge:R:1 method="wB97M-V/def2-TZVPD" total_charge=0 gap_ev="7.549 / 7.756" spin_multiplicity=1
C 0.587 -0.971 1.178 -0.21
H 0.458 -2.031 1.031 0.26
N -0.091 0.751 0.838 -0.31
H -1.627 1.379 -0.631 0.19
H 0.285 -0.342 -2.051 0.22
H -1.932 -0.670 -0.219 0.12
H 0.017 2.118 -0.754 0.19
C 0.010 -0.113 -1.015 -0.37
H 0.753 -0.656 2.205 0.22
H 2.005 0.452 0.096 0.19
C -0.925 -1.113 -0.323 -0.12
C -0.552 1.200 -0.521 -0.24
C 1.012 -0.003 0.166 -0.13

=====

y | 13
Properties=species:S:1:pos:R:3:nbo_charge:R:1 method="wB97M-V/def2-TZVPD" smiles="NC1C=CC=C1" total_charge=0 gap_ev=9.451 spin_multiplicity=1
N -2.052 0.139 -0.251 -0.79
H -1.129 0.302 1.271 0.23
C -0.717 0.239 0.342 -0.13
C 1.404 -0.821 -0.079 -0.23
H -1.941 0.017 -1.130 0.33
H 0.394 2.461 0.233 0.22
H -2.722 -0.612 -0.026 0.37
H -0.337 -2.031 0.072 0.20
C 0.196 -1.196 0.332 -0.21
H 2.279 -1.375 -0.477 0.21
C 1.585 0.640 -0.114 -0.24
C 0.383 1.205 0.152 -0.18
H 2.658 1.031 -0.325 0.23

=====

z | 13
Properties=species:S:1:pos:R:3:nbo_charge:R:1 method="wB97M-V/def2-TZVPD" smiles="CC1=CCN=C1" total_charge=0 gap_ev=10.353 spin_multiplicity=1
N 1.936 -0.372 -0.032 -0.38
H -1.042 -0.760 1.603 0.22
C -0.303 0.252 -0.187 -0.08
C 1.073 0.282 -0.722 0.05
C -1.479 0.916 -0.843 -0.64
H 1.371 0.825 -1.619 0.19
H -2.211 1.236 -0.095 0.22
H -1.162 1.793 -1.422 0.22
C 1.181 -0.995 1.046 -0.31
H 1.646 -0.832 2.028 0.23
H 1.205 -2.078 0.851 0.24
H -1.985 0.228 -1.535 0.23
C -0.230 -0.493 0.928 -0.18

=====

Stability ranking, top entry: z; the second entry is 286.7 kJ/mol less favorable.

=====

w | 13
Properties=species:S:1:pos:R:3:nbo_charge:R:1 method="wB97M-V/def2-TZVPD" total_charge=0 gap_ev=8.487 spin_multiplicity=1
H 1.484 -1.097 0.895 0.36
H 0.219 1.541 0.851 0.21
C -0.465 -0.633 1.323 -0.18
C 0.448 0.542 0.501 0.08
H -2.222 -0.176 0.172 0.21
C -0.614 -0.218 -1.307 -0.34
H 0.941 1.314 -1.459 0.22
H -1.050 -0.454 -2.280 0.22
C -1.176 -0.298 -0.070 -0.15
N 0.967 -0.391 1.404 -0.57
H -0.945 -0.123 2.166 0.18
H 1.630 -0.295 -1.178 0.20
C 0.746 0.336 -0.997 -0.44

=====

x | 13
Properties=species:S:1:pos:R:3:nbo_charge:R:1 method="wB97M-V/def2-TZVPD" smiles=C#CCN1CC1 total_charge=0 gap_ev=10.484 spin_multiplicity=1
H -0.238 -2.603 1.026 0.20
C -0.401 0.070 -1.001 -0.31
H 1.225 0.169 1.047 0.20
H -0.222 3.774 -0.534 0.24
H 1.000 -1.979 -0.177 0.19
C 0.225 -1.741 0.553 -0.26
H -1.194 -0.207 -1.705 0.23
C -0.287 2.718 -0.676 -0.25
H -0.011 -0.355 2.295 0.21
N -0.653 -0.620 0.262 -0.39
C 0.366 -0.458 1.281 -0.26
C -0.371 1.527 -0.830 0.00
H 0.554 -0.238 -1.461 0.20

=====

y | 13
Properties=species:S:1:pos:R:3:nbo_charge:R:1 method="wB97M-V/def2-TZVPD" smiles="C=C=NCC=C" total_charge=0 gap_ev=10.187 spin_multiplicity=1
H 1.037 -1.948 0.597 0.19
H -0.665 -2.202 1.289 0.20
C -1.082 0.362 -1.817 -0.63
H -2.132 0.430 -1.565 0.24
C 0.107 -1.514 0.958 -0.38
C -0.204 1.129 -1.227 0.41
H -1.041 0.215 1.269 0.20
C 0.994 0.797 0.626 -0.27
C -0.072 -0.200 0.985 -0.19
N 0.655 1.667 -0.535 -0.43
H 1.922 0.277 0.365 0.20
H 1.197 1.440 1.486 0.21
H -0.716 -0.452 -2.431 0.24

=====

Stability ranking, top entry: y; the second entry is 81.3 kJ/mol less favorable.

=====

w | 13
Properties=species:S:1:pos:R:3:nbo_charge:R:1 method="wB97M-V/def2-TZVPD" smiles=Cc1cc[nH]c1 total_charge=0 gap_ev=9.192 spin_multiplicity=1
C -0.765 1.111 -0.962 -0.07
H -0.811 -1.828 1.997 0.22
C 0.957 -0.282 -0.455 -0.08
C 0.043 -0.440 0.559 -0.11
H -1.365 1.635 -1.636 0.21
H -1.845 0.675 0.839 0.21
C -1.031 0.524 0.261 -0.28
H 1.075 -2.018 1.587 0.21
N 0.468 0.583 -1.379 -0.52
C 0.157 -1.271 1.720 -0.61
H 2.041 -0.438 -0.273 0.21
H 1.065 0.794 -2.167 0.41
H 0.396 -0.757 2.567 0.21

=====

x | 13
Properties=species:S:1:pos:R:3:nbo_charge:R:1 method="wB97M-V/def2-TZVPD" smiles=C1[C@H]2[C@@H]1N1C[C@@H]21 total_charge=0 gap_ev=10.439 spin_multiplicity=1
C 0.238 0.944 -0.104 -0.28
C 0.777 -1.159 0.755 -0.28
C -1.139 0.391 -0.289 -0.09
H 0.680 1.917 -0.245 0.22
C 0.270 0.112 1.204 -0.10
H 1.665 -0.998 0.120 0.21
H 0.003 -0.900 -1.595 0.23
H 0.259 0.617 2.169 0.20
N -0.856 -0.677 0.738 -0.36
H -2.064 0.969 -0.291 0.23
H -0.308 0.788 -2.244 0.22
H 0.683 -2.152 1.159 0.22
C -0.207 0.148 -1.376 -0.42

=====

y | 13
Properties=species:S:1:pos:R:3:nbo_charge:R:1 method="wB97M-V/def2-TZVPD" smiles="C=C=C1N[C@@H]1C" total_charge=0 gap_ev=9.605 spin_multiplicity=1
C -1.454 0.475 0.807 -0.06
H 1.339 -0.605 1.720 0.38
H -3.618 0.503 0.921 0.20
H 1.532 1.036 -1.758 0.23
H -2.727 -0.916 0.128 0.19
H 0.518 -1.137 -1.096 0.20
N 0.670 -0.920 1.026 -0.58
C -0.279 -0.022 0.559 0.16
C -2.684 0.054 0.624 -0.44
H 2.811 0.245 -0.822 0.21
C 0.781 -0.375 -0.358 -0.08
H 1.775 1.487 -0.063 0.22
C 1.797 0.651 -0.768 -0.63

=====

z | 13
Properties=species:S:1:pos:R:3:nbo_charge:R:1 method="wB97M-V/def2-TZVPD" total_charge=0 gap_ev="6.305 / 6.103" spin_multiplicity=1
H -2.014 0.375 0.853 0.22
C -0.384 0.190 -0.736 -0.12
C -1.097 -0.563 -1.613 -0.54
C 0.989 0.522 -0.622 -0.49
H -0.151 0.395 2.465 0.42
H -0.554 -0.940 -2.469 0.20
C -0.962 0.391 0.576 0.23
N -0.021 0.416 1.465 -0.45
C 1.267 0.126 0.786 -0.24
H 1.273 -0.985 0.852 0.18
H -2.151 -0.735 -1.469 0.19
H 1.707 0.178 -1.370 0.20
H 2.097 0.629 1.281 0.21

=====

Stability ranking, top entry: w; the second entry is 255.2 kJ/mol less favorable.

=====

w | 13
Properties=species:S:1:pos:R:3:nbo_charge:R:1 method="wB97M-V/def2-TZVPD" total_charge=0 gap_ev=7.333 spin_multiplicity=1
C -0.834 -0.372 0.620 0.22
H -2.503 0.661 0.649 0.18
H -1.464 -1.256 0.782 0.19
H 0.487 -1.656 -1.531 0.20
H 1.790 -2.133 -0.323 0.21
C -0.850 2.142 0.546 -0.26
H 2.286 0.368 0.061 0.22
H -1.654 2.912 0.419 0.11
C -1.454 0.867 0.679 -0.50
C 1.085 -1.384 -0.664 -0.23
C 1.368 0.077 -0.437 -0.21
H 0.955 0.819 -1.118 0.23
N 0.442 -0.631 0.374 -0.36

=====

x | 13
Properties=species:S:1:pos:R:3:nbo_charge:R:1 method="wB97M-V/def2-TZVPD" smiles=C#CC.CC#N total_charge=0 gap_ev=11.040 spin_multiplicity=1
H 1.993 2.020 -1.045 0.23
H 0.896 2.430 -2.372 0.24
C 1.032 2.364 -1.235 -0.69
H 0.992 3.410 -0.903 0.24
H 0.228 -1.399 0.103 0.27
C 0.016 -2.032 0.998 -0.74
H -1.643 0.434 0.510 0.24
C -0.888 1.018 0.048 -0.28
C -1.268 -2.700 0.878 0.28
C -0.035 1.633 -0.527 0.02
H 0.143 -1.366 1.895 0.26
N -2.298 -3.129 0.663 -0.32
H 0.832 -2.682 0.988 0.25

=====

y | 13
Properties=species:S:1:pos:R:3:nbo_charge:R:1 method="wB97M-V/def2-TZVPD" smiles=C#C[C@@]1(C)CN1 total_charge=0 gap_ev=10.667 spin_multiplicity=1
C -1.231 0.245 -0.295 -0.01
H -3.426 0.529 -0.710 0.24
H -0.303 0.329 2.082 0.21
C -2.398 0.433 -0.506 -0.24
H 0.921 -0.078 -2.048 0.22
N 0.403 -1.384 0.560 -0.56
H -0.442 -1.893 0.807 0.36
C 1.150 0.374 -1.084 -0.59
H 2.152 0.082 -0.780 0.22
H 1.102 1.458 -1.178 0.22
H 1.459 0.044 1.809 0.21
C 0.459 -0.031 1.400 -0.26
C 0.153 -0.109 -0.056 0.00

=====

Stability ranking, top entry: x; the second entry is 64.0 kJ/mol less favorable.